A molecular structure, C27H48BN6O7P2Sn. Source: the Open Molecules 2025 dataset; level of theory: the ωB97M-V functional and the def2-TZVPD basis.

Cartesian coordinates (Å):
Sn  -0.9452  -1.5231  0.2052
C  -0.2707  -2.2664  3.8069
C  1.0039  -2.6484  3.0382
C  2.0746  -3.1906  3.9797
C  1.5056  -1.4681  2.2633
C  2.6653  -0.7207  2.4118
C  2.6317  0.2812  1.4453
C  3.7239  1.2940  1.2508
C  4.3553  1.1864  -0.1400
C  3.2923  2.7248  1.5862
N  1.4912  0.1446  0.7462
N  0.8091  -0.9176  1.2585
B  0.8480  1.0070  -0.3614
N  -0.5368  1.4778  0.1189
N  -1.5431  0.5878  0.3780
C  -2.6267  1.2736  0.8051
C  -2.2931  2.6211  0.8051
C  -0.9777  2.7179  0.3739
C  -0.2099  3.9959  0.2161
C  -0.0645  4.6855  1.5772
C  -0.9303  4.9037  -0.7889
C  -3.9217  0.6813  1.2670
C  -3.7725  0.2083  2.7240
C  -5.0631  1.6899  1.1518
N  0.6801  0.1997  -1.6695
N  0.1203  -1.0573  -1.6759
C  0.1937  -1.5597  -2.9237
C  0.7902  -0.5935  -3.7206
C  1.0845  0.4983  -2.9178
C  1.7534  1.7161  -3.5164
C  3.1943  1.3688  -3.9224
C  1.7022  3.0433  -2.7645
C  -0.1610  -2.9268  -3.4387
C  1.1126  -3.5839  -3.9982
C  -0.7999  -3.8651  -2.4297
H  -0.6849  -3.1462  4.2972
H  -1.0309  -1.8667  3.1284
H  -0.0529  -1.5137  4.5657
H  0.7429  -3.4262  2.3169
H  2.3338  -2.4522  4.7409
H  2.9775  -3.4618  3.4321
H  1.7030  -4.0806  4.4844
H  3.4520  -0.8844  3.1274
H  4.4866  1.0138  1.9796
H  3.6298  1.4282  -0.9146
H  4.7244  0.1752  -0.3169
H  5.1943  1.8776  -0.2207
H  2.5845  3.1152  0.8562
H  4.1661  3.3761  1.5909
H  2.8300  2.7677  2.5734
H  1.5276  1.9417  -0.5633
H  -2.9408  3.4329  1.0852
H  0.7873  3.7819  -0.1664
H  -1.0390  4.9643  1.9788
H  0.5311  5.5923  1.4713
H  0.4293  4.0305  2.2961
H  -1.9189  5.1799  -0.4220
H  -1.0534  4.4044  -1.7508
H  -0.3569  5.8175  -0.9449
H  -4.1590  -0.1755  0.6437
H  -3.7221  1.0668  3.3948
H  -2.8689  -0.3864  2.8507
H  -4.6284  -0.4062  3.0016
H  -4.9342  2.5103  1.8595
H  -6.0058  1.1957  1.3823
H  -5.1298  2.1031  0.1449
H  0.9841  -0.6768  -4.7762
H  1.1983  1.8690  -4.4462
H  3.8151  1.1516  -3.0528
H  3.6379  2.2122  -4.4520
H  3.2238  0.5024  -4.5815
H  2.4249  3.0861  -1.9498
H  0.7042  3.2359  -2.3709
H  1.9517  3.8466  -3.4576
H  -0.8548  -2.7668  -4.2689
H  1.8443  -3.7205  -3.2002
H  1.5693  -2.9951  -4.7918
H  0.8641  -4.5658  -4.3997
H  -0.1055  -4.1015  -1.6240
H  -1.0601  -4.8017  -2.9203
H  -1.7173  -3.4504  -2.0195
O  -2.2173  -4.6208  2.1475
P  -1.7141  -4.6557  0.6506
O  -1.1546  -5.9213  0.2208
O  -0.6493  -3.4916  0.4970
O  -2.9715  -4.1833  -0.2537
P  -3.7578  -2.7921  -0.0491
O  -3.4586  -2.0425  -1.4413
O  -5.1581  -2.9271  0.3077
O  -2.8569  -1.9998  0.9296
H  -2.8738  -3.9401  2.3537
H  -4.1579  -2.2116  -2.0948

Computed properties:
LUMO level = -3.857 eV
total charge = +1
gap between HOMO and LUMO = 8.564 eV

***

6 unconnected molecules or ions with the total composition H11O5S. Source: the Open Molecules 2025 dataset; level of theory: the ωB97M-V functional and the def2-TZVPD basis.

Cartesian coordinates (Å):
S  -2.0750  -1.5804  -0.9947
H  -2.8851  -0.8513  -1.7597
H  -0.4449  0.4633  1.0139
H  -1.1559  1.7662  1.2644
O  -0.2727  1.3782  1.2717
H  0.7165  0.8079  2.9571
H  0.8770  -0.5315  3.6701
O  1.2887  0.3288  3.5730
H  0.2385  -2.7685  2.0545
H  -0.3432  -2.1535  0.7620
O  0.0081  -1.9381  1.6294
H  1.0809  -0.6969  -2.8207
H  0.1729  -0.5119  -1.5876
O  1.0419  -0.2865  -1.9487
H  1.1002  1.6301  -2.8172
H  -0.1533  2.4406  -3.1411
O  0.8053  2.5034  -3.1264

Computed properties:
LUMO level (spin up / spin down) = -0.125 / -3.868 eV
gap between HOMO and LUMO (spin up / spin down) = 10.403 / 6.660 eV
multiplicity = 2

***

C6H13N in the gas phase. Source: the Open Molecules 2025 dataset; level of theory: the ωB97M-V functional and the def2-TZVPD basis.

Cartesian coordinates (Å):
C  -1.7328  1.7111  0.4411
C  -0.6714  0.6907  0.7732
N  -0.5130  -0.3896  -0.0653
C  -1.1853  -1.6436  -0.1085
C  0.8236  -0.0842  -0.1053
C  1.8254  -1.1270  0.3894
C  1.3410  0.9021  -1.1219
H  -2.6176  1.2131  0.0345
H  -2.0544  2.2562  1.3273
H  -1.4475  2.4565  -0.3046
H  -0.3057  0.6969  1.7903
H  -0.9449  -2.1342  -1.0550
H  -0.9256  -2.3109  0.7234
H  -2.2609  -1.4551  -0.0626
H  2.7893  -0.6712  0.6315
H  1.4588  -1.6557  1.2758
H  2.0275  -1.8950  -0.3833
H  0.5108  1.5031  -1.5005
H  1.8165  0.3979  -1.9761
H  2.0908  1.5811  -0.6906

Computed properties:
LUMO level = 1.012 eV
structure (SMILES) = C[C@H]1N(C)C1(C)C
gap between HOMO and LUMO = 8.681 eV

***

Looking at energy above the lowest of the compared OMol25 structures with the same formula, charge and spin for the records above, in order, we have 135.14 44.37 254.42 kJ/mol.
Looking at total energy for the records above, in order, we have -2834.9315 -780.9101 -291.0618 hartree.